The molecule C20H27N3O2. Source: OMol25; level of theory: ωB97M-V with the def2-TZVPD basis set.

```
52
Properties=species:S:1:pos:R:3:forces:R:3
C -2.032 1.280 5.768 -0.18 -0.24 0.20
H -2.578 1.873 5.040 -0.04 0.09 -0.08
H -2.021 1.813 6.716 0.03 0.16 0.09
H -1.008 1.169 5.421 0.13 -0.01 -0.05
C -2.692 -0.088 5.939 0.18 0.34 -0.08
N -2.753 -0.793 4.667 0.06 -0.11 -0.01
C -2.121 -2.097 4.655 0.32 -0.02 0.11
H -2.392 -2.715 5.526 -0.03 0.00 -0.09
C -0.599 -1.942 4.605 -0.20 -0.14 -0.05
N -0.242 -1.204 3.406 -0.13 0.11 0.12
H -0.877 -0.408 3.349 0.04 -0.07 0.04
C 1.134 -0.748 3.387 0.11 0.03 0.03
C 1.542 -0.234 2.006 -0.23 -0.21 0.28
O 2.464 0.537 1.849 0.26 0.18 -0.01
N 0.771 -0.771 1.030 -0.33 -0.28 0.06
C 0.825 -0.585 -0.351 0.15 0.13 -0.36
C -0.134 -1.223 -1.137 0.15 0.11 0.12
C -0.130 -1.073 -2.508 0.16 0.20 -0.29
C 0.838 -0.284 -3.122 0.02 -0.05 0.54
C 1.806 0.340 -2.342 -0.15 -0.16 -0.38
C 1.798 0.196 -0.969 0.02 0.01 0.17
H 2.548 0.682 -0.367 0.02 0.01 0.03
H 2.575 0.933 -2.815 0.04 0.04 -0.01
O 0.829 -0.237 -4.493 -0.03 -0.15 -0.18
C 1.216 0.900 -5.151 0.07 0.36 -0.28
C 1.010 2.181 -4.649 -0.13 -0.24 0.14
C 1.373 3.280 -5.406 0.03 0.02 -0.06
C 1.932 3.117 -6.662 0.03 0.12 -0.08
C 2.121 1.841 -7.167 0.00 0.05 0.00
C 1.767 0.735 -6.419 -0.09 -0.18 0.28
H 1.906 -0.266 -6.798 0.02 -0.11 -0.03
H 2.550 1.705 -8.149 0.03 -0.02 -0.08
H 2.214 3.979 -7.246 0.02 0.07 -0.05
H 1.211 4.271 -5.010 -0.02 0.07 0.03
H 0.560 2.312 -3.676 -0.01 0.01 0.04
H -0.868 -1.566 -3.122 -0.08 -0.05 -0.07
H -0.888 -1.837 -0.666 -0.09 -0.07 0.04
H 0.033 -1.375 1.384 0.16 0.13 0.02
H 1.782 -1.604 3.610 0.01 0.10 0.00
H 1.363 0.035 4.127 -0.01 -0.08 -0.16
H -0.245 -1.440 5.519 -0.01 -0.05 -0.01
H -0.127 -2.929 4.560 -0.03 0.05 0.11
H -2.438 -2.618 3.750 -0.01 -0.06 0.02
C -4.042 -0.735 4.008 -0.23 -0.10 -0.03
C -5.137 -1.624 4.610 0.28 0.21 -0.08
H -4.864 -2.673 4.539 -0.02 -0.13 0.01
H -5.302 -1.381 5.658 -0.06 -0.01 0.11
H -6.069 -1.472 4.072 -0.13 -0.03 -0.03
H -4.369 0.307 4.027 -0.01 -0.01 -0.11
H -3.890 -1.016 2.961 -0.06 0.11 0.01
H -3.696 0.053 6.358 0.04 -0.11 0.03
H -2.120 -0.678 6.661 -0.08 -0.01 0.00
```
Forces are in eV/Å.

Its frontier orbital gap is 8.6 eV. As for the structure (SMILES): CCN(CC)CCNCC(=O)Nc1ccc(Oc2ccccc2)cc1. For the energy relative to the best compared isomer or geometry (same formula, charge and spin), the calculation gives 39.8 kcal per mole. The calculation puts the LUMO energy at 0.7 eV. The value obtained for the HOMO energy is -7.8450 eV.

The molecule C20H27N3O2 at a distorted geometry. Source: OMol25; level of theory: ωB97M-V with the def2-TZVPD basis set.

```
52
Properties=species:S:1:pos:R:3:forces:R:3
O 1.945 0.112 -0.657 -4.94 0.06 0.05
C 0.679 -0.071 -0.871 2.05 -2.53 -0.43
N 0.312 -0.698 -2.001 0.53 -0.53 -5.62
H -0.645 -0.825 -2.365 0.47 0.43 1.47
C 1.176 -0.920 -3.276 6.84 -0.88 4.05
C 1.982 -2.394 -2.981 2.70 0.27 0.77
C 1.051 -3.466 -2.902 -6.25 -5.76 2.86
C 0.408 -4.287 -4.126 3.30 1.65 0.00
H 1.194 -5.060 -4.376 -1.03 0.54 -0.01
C 0.395 -3.245 -5.302 2.06 -7.33 -1.75
H 1.455 -3.306 -5.660 -0.66 1.34 0.44
C -0.329 -2.111 -5.065 3.68 10.14 -6.31
C 0.611 -0.738 -4.670 5.01 -9.34 1.51
H 1.596 -0.918 -5.238 -1.86 1.20 0.04
H 0.127 0.080 -4.644 -3.40 6.08 -1.01
H -0.905 -2.081 -4.326 -5.64 -0.48 5.74
H -0.712 -1.439 -5.973 -0.21 -2.60 1.33
H -0.066 -3.784 -6.137 -0.21 -0.11 -0.21
H -0.501 -4.811 -3.832 -0.13 0.43 -0.15
H 0.108 -3.183 -2.303 1.02 0.60 -0.91
H 1.176 -4.362 -2.155 1.26 1.53 -1.05
H 2.845 -2.813 -3.694 -1.57 1.89 0.95
H 2.524 -2.458 -1.884 -1.29 1.20 -2.72
H 2.349 -0.381 -3.079 -4.04 -0.17 -0.61
C -0.691 -0.031 -0.019 13.03 9.29 4.63
C -0.300 -0.467 1.388 -3.29 1.34 0.08
H -0.051 -1.383 1.108 0.90 -4.96 0.13
C 0.806 0.089 2.208 3.11 4.26 -6.80
N 0.682 1.641 2.113 -1.63 0.44 4.13
C -0.083 2.200 3.227 4.73 -6.44 -1.00
N -0.728 3.222 3.309 -1.55 5.73 -4.16
C -1.321 3.409 4.465 0.18 -5.00 4.98
C -1.873 4.432 5.200 1.86 1.57 -8.24
C -2.313 4.331 6.372 -1.17 -2.51 8.94
C -2.003 3.090 7.067 0.71 -3.93 2.88
C -1.274 1.869 6.658 -3.89 13.53 -9.67
C -1.100 2.207 5.217 3.79 -2.56 1.52
O 0.015 1.429 4.397 -3.80 2.46 -0.04
H -1.075 1.048 7.035 1.82 -7.39 4.14
H -2.208 2.778 8.131 -0.70 1.95 -0.71
H -2.689 5.148 7.027 0.13 -0.66 -0.93
H -1.839 5.276 4.581 -0.56 1.99 -0.21
C 0.525 2.279 0.798 -5.08 0.61 2.94
H 0.326 3.448 0.958 -0.33 -2.64 -0.08
C -0.693 1.559 0.001 -0.62 3.51 2.69
H -0.720 2.275 -0.821 -0.21 -1.23 -1.38
H -1.581 2.016 0.586 0.94 -1.23 -0.50
H 1.439 2.337 0.434 4.03 -0.65 -2.67
H 0.810 -0.284 3.159 0.33 -0.56 2.26
H 1.862 -0.021 1.504 -2.83 -0.35 2.55
H -1.264 -0.445 1.903 0.12 -0.35 0.64
H -1.429 -0.294 -0.489 -7.73 -3.85 -4.55
```
Forces are in eV/Å.

Its frontier orbital gap is 8.2 eV. As for the structure (SMILES): O=C(NC1CCCCCC1)C1CCN(c2nc3ccccc3o2)CC1. For the energy relative to the best compared isomer or geometry (same formula, charge and spin), the calculation gives 355.6 kcal per mole. The calculation puts the LUMO energy at 0.6 eV. The value obtained for the HOMO energy is -7.6476 eV.